97
Properties=species:S:1:pos:R:3:forces:R:3:lowdin_charge:R:1 method="wB97M-V/def2-TZVPD" homo_lumo_gap_ha="0.260 / 0.282" e_homo_ha="-0.45479 / -0.48630" lumo_energy_ev="-5.29 / -5.55" charge=+2 spin_multiplicity=4
V 0.02934 -0.06279 1.00837 -0.2323 -0.0072 1.7684 0.497
C -2.97463 -3.23253 -1.14618 0.9639 -0.3374 -0.8383 -0.050
N -2.77786 -2.30339 -0.03456 -0.0313 -0.2254 0.2641 -0.164
C -3.53535 -1.03514 -0.09826 0.2411 -1.2943 0.7861 -0.033
C -2.05922 -2.63936 1.08845 -0.5324 0.3938 0.7754 -0.382
N -1.33960 -1.72773 1.73175 0.2235 -0.4535 -0.7935 0.005
C -1.03127 -2.02504 3.13751 -0.0653 -0.2664 0.1207 -0.189
C -0.89326 -0.69385 3.86349 -1.1325 0.4647 -0.4273 -0.157
N 0.01862 0.27100 3.20683 0.3702 -0.8261 0.4556 -0.244
C -0.39320 1.64092 3.49608 -1.2401 -0.6043 1.1996 -0.179
C -1.43806 2.04506 2.49029 0.6283 1.7316 -0.9441 -0.179
N -0.88287 1.83459 1.11688 -0.2329 0.4046 -0.3552 -0.055
C -1.20648 2.74775 0.18365 -0.4524 0.3212 0.7394 -0.382
N -0.25702 3.29190 -0.61321 0.8058 -1.4671 0.2240 -0.150
C 1.11861 3.32498 -0.16665 0.6649 -1.4340 0.9809 -0.031
C -0.47400 3.73120 -1.96041 -2.6842 0.9332 -0.3677 -0.052
N -2.44351 3.30754 0.03943 0.2883 0.0987 1.1695 -0.110
C -3.63588 2.65199 0.59412 -0.2028 0.7103 -0.7471 -0.027
C -2.53244 4.75333 -0.20635 -0.6857 0.9942 0.1387 -0.033
C 1.37606 0.09545 3.75050 -0.7757 -0.2969 0.6812 -0.183
C 2.37597 0.38622 2.70832 3.1455 1.0411 -0.4271 -0.228
N 2.12617 -0.53465 1.61246 0.8013 -0.0106 -2.0088 -0.019
C 3.13556 -0.81868 0.77909 0.0876 0.2059 -1.1711 -0.297
N 4.32622 -0.02951 0.56052 -1.1407 -0.9284 0.2983 -0.174
C 4.33687 1.44115 0.38195 -1.0354 -0.6898 2.4462 -0.036
C 5.59541 -0.66686 0.94169 0.5888 -0.1749 -0.5080 -0.049
N 2.99954 -1.93965 -0.06486 0.9718 2.5469 2.1265 -0.188
C 2.23818 -3.10867 0.34148 -0.6582 1.0712 -1.4971 -0.059
C 3.75190 -2.09711 -1.29726 1.3679 0.3580 0.5169 -0.064
N -2.21406 -3.89556 1.63430 0.7425 -0.0367 -0.7037 -0.165
C -1.02208 -4.65453 1.95155 -0.3035 -0.7833 2.5361 -0.057
C -3.47212 -4.59169 1.80877 -1.0355 0.0589 -0.0417 -0.037
H -2.76123 -4.29273 -0.89807 -0.2524 0.7127 0.2528 0.098
H -2.22980 -3.00304 -1.98125 -1.0922 -0.0575 0.8268 0.082
H -4.00473 -3.15544 -1.52190 0.3574 -0.0441 0.0567 0.096
H -3.19359 -0.44200 -0.93897 0.0243 0.4737 0.0831 0.063
H -3.38430 -0.59729 0.89998 -0.0828 0.4047 -0.6681 0.081
H -4.60501 -1.28345 -0.21843 0.3646 0.1982 -0.0765 0.105
H -0.12320 -2.67749 3.21168 -0.4173 0.9177 0.1994 0.109
H -1.83789 -2.63188 3.63707 0.5934 0.6385 -0.4989 0.148
H -0.66366 -0.85974 4.90269 0.5358 0.0427 0.5405 0.131
H -1.84886 -0.14545 3.89231 -0.0727 -0.7250 -0.1741 0.125
H 0.49474 2.23465 3.54920 0.3767 0.7940 -0.6969 0.114
H -0.78718 1.70692 4.55278 0.0799 -0.0993 -0.9044 0.160
H -1.56753 3.13902 2.61674 -0.5140 -0.5094 0.0754 0.143
H -2.37853 1.52371 2.61387 -0.1805 -0.0764 0.3409 0.097
H 1.13063 3.04658 0.92156 0.0867 0.5544 -1.0031 0.095
H 1.46493 4.33106 -0.31932 0.5197 0.4032 -0.0065 0.098
H 1.83577 2.58879 -0.65744 -1.1834 0.9246 0.1159 0.073
H -1.54775 3.50476 -2.25064 1.2617 0.3601 0.3332 0.119
H 0.12668 3.23139 -2.67676 0.9521 -0.5349 -0.5099 0.074
H -0.35081 4.82558 -2.04860 0.1434 -0.4569 -0.1250 0.109
H -3.45727 1.60206 0.72999 0.2250 -0.2915 0.2671 0.049
H -4.40750 2.72432 -0.16537 -0.2604 0.0659 -0.1450 0.098
H -4.04671 3.13771 1.48932 0.4523 -0.1511 -0.0299 0.109
H -1.54115 5.16757 -0.43566 -0.7157 -0.1930 -0.0930 0.083
H -2.91861 5.38614 0.63170 0.3279 -1.0886 0.0702 0.111
H -3.28275 4.96858 -0.97905 0.5419 -0.1700 -0.2816 0.104
H 1.44351 -0.95181 4.05872 0.3820 0.1251 -0.0729 0.135
H 1.46276 0.72086 4.64354 0.2908 -0.1159 0.0424 0.142
H 3.38867 0.13695 3.12933 -0.7179 0.3622 -0.1728 0.144
H 2.51759 1.50419 2.38720 -0.8304 -1.7437 0.5638 0.134
H 3.33331 1.74628 0.08710 0.1942 -0.0396 -0.2037 0.041
H 5.05218 1.67149 -0.38124 0.4267 0.3318 -0.2540 0.087
H 4.53072 1.99022 1.37385 0.1562 -0.6378 -1.4311 0.115
H 5.56390 -1.74664 0.65584 -0.0043 0.7765 0.7865 0.096
H 5.83276 -0.45119 1.99700 -0.2342 -0.6380 -0.1468 0.092
H 6.48867 -0.27144 0.40955 -0.8709 0.1026 -0.1531 0.101
H 1.90101 -3.06232 1.35936 -0.2456 0.3869 0.3583 0.069
H 2.94966 -3.90744 0.26978 -0.2263 -1.0463 -0.3931 0.093
H 1.37613 -3.08720 -0.39715 0.7457 -1.1822 1.0742 0.044
H 4.34177 -1.18562 -1.55045 -0.8252 -0.5660 0.1886 0.109
H 3.05056 -2.36134 -2.05954 -0.3416 -0.1112 -0.7956 0.069
H 4.50008 -2.90790 -1.22568 -0.3645 0.1256 0.0826 0.104
H -1.05228 -5.15407 2.98781 -0.3322 0.7297 -1.3701 0.137
H -0.15823 -4.04986 1.99338 0.7592 0.8956 -0.1531 0.033
H -0.76638 -5.42089 1.26396 -0.3409 -0.8942 -0.9819 0.085
H -4.30243 -4.12631 1.22290 0.8057 -0.4123 0.3110 0.105
H -3.78960 -4.56942 2.87278 0.2577 0.0722 -0.4483 0.100
H -3.35714 -5.65163 1.54776 -0.1396 0.2955 -0.1969 0.098
C 1.45349 0.36587 -2.95626 0.3980 -0.1500 1.6528 -0.320
Te 0.12942 -0.79593 -1.48948 -0.6067 1.1463 -4.1436 1.306
C -1.29236 0.34609 -3.08292 0.8496 0.0529 1.4494 -0.227
C -0.58404 0.56736 -4.36686 2.0318 -0.0954 -0.9371 -0.250
C -1.22200 0.77283 -5.62814 0.2400 0.3740 0.8209 -0.020
C -0.44595 1.10284 -6.74571 0.0827 -0.7359 0.0056 -0.053
C 0.95751 1.13089 -6.60571 -0.7099 0.6985 -1.4904 -0.089
C 1.62122 0.91045 -5.43441 -0.0300 -0.0712 1.2493 -0.036
C 0.85227 0.59845 -4.28386 -1.6585 -0.0579 -1.0145 -0.267
H 2.38224 -0.20228 -2.98927 0.0752 0.3793 0.0395 0.042
H 1.53809 1.31936 -2.41667 0.4491 -0.3373 -0.0783 0.031
H -1.53736 1.25017 -2.53630 0.2367 0.2544 0.1027 0.029
H -2.17850 -0.20081 -3.13697 -1.3571 -1.1473 -0.2794 0.023
H -2.32176 0.76292 -5.69100 0.6289 -0.1141 0.0022 0.121
H -0.92096 1.22968 -7.74851 0.4993 0.0371 1.0869 0.127
H 1.58334 1.40292 -7.45594 -0.3676 -0.1330 -0.0160 0.115
H 2.71796 1.07762 -5.47494 -0.8280 -0.5078 0.5701 0.133

92
Properties=species:S:1:pos:R:3:forces:R:3:lowdin_charge:R:1 method="wB97M-V/def2-TZVPD" homo_lumo_gap_ha="0.147 / 0.143" e_homo_ha="-0.46721 / -0.46721" lumo_energy_ev="-8.73 / -8.82" charge=+2 spin_multiplicity=5
Zn -1.55963 0.22487 2.05816 -1.4019 0.8755 -0.0909 0.685
Fe 1.46270 -2.41223 2.58075 -0.7858 2.9778 -3.4484 1.291
O -4.79919 0.95759 -0.49157 0.2694 0.7887 -0.3177 -0.311
V -3.54901 1.85402 -0.15304 1.5074 0.3999 4.0301 1.033
O -3.89906 3.41645 -0.01362 0.2357 -2.2499 -0.9423 -0.312
C -4.26053 1.34442 4.51460 0.0738 -0.4186 -1.0630 -0.028
C -4.52781 1.36622 2.98838 -0.3231 0.2779 -1.2870 -0.510
C -5.55587 2.44324 2.56453 0.1217 -0.1759 0.4321 -0.054
O -3.35145 1.44818 2.20290 1.5307 0.5697 -2.0800 -0.313
H -5.16936 1.62361 5.04768 0.1252 -0.1487 0.1033 0.083
H -3.44442 2.00282 4.81222 -0.1427 0.3102 -0.2259 0.060
H -3.95109 0.32708 4.75413 -0.0994 -0.0133 0.3487 0.069
H -4.89690 0.40510 2.63045 -0.8939 -0.3702 0.8096 0.101
H -5.84875 2.42482 1.51478 0.2743 -0.3716 -0.0556 0.054
H -5.20223 3.45848 2.74435 0.1549 -0.0193 0.2329 0.087
H -6.47738 2.28522 3.12484 -0.0338 0.0927 0.1537 0.081
O 0.27608 -0.83625 1.47429 0.6401 -2.0361 1.9953 -0.329
C 0.51149 -0.60115 0.10307 0.5513 0.3433 -0.1956 -0.291
C -0.15594 0.70156 -0.39713 -1.5612 0.3844 -0.1268 -0.245
O -1.53055 0.88263 0.03015 0.2008 -0.2351 0.4508 -0.363
H 0.24098 -1.42849 -0.55300 -0.4384 -0.3240 0.1233 0.097
H 1.59557 -0.53300 0.01234 0.1368 0.3768 -0.5620 0.084
H -0.17338 0.72108 -1.48682 0.3530 -0.3324 -0.1439 0.099
H 0.45347 1.55968 -0.11366 0.0569 0.1354 0.3344 0.083
C -0.82445 -0.11295 5.15029 -2.6661 1.8213 -5.0087 -0.699
O -1.22781 -0.35279 3.99160 -0.2289 -0.1274 -0.0885 -0.025
N -0.28362 -1.06300 5.78204 3.8221 -4.0986 4.0668 0.196
N -0.93264 1.04203 5.75882 0.3572 1.3892 0.9532 0.228
H 0.33390 -0.80170 6.53735 -0.2322 -0.5497 0.3035 0.132
H -0.25145 -2.03073 5.49470 -0.4544 0.5072 -0.1317 0.128
H -1.31461 1.84407 5.27828 0.0029 -0.1899 0.0522 0.112
H -0.54560 1.08271 6.69083 -0.5319 0.6074 -0.0551 0.134
C 0.32821 3.01671 2.95645 -1.6606 -3.6713 -0.8364 -0.689
O -0.39011 1.99060 2.85643 0.3858 0.8489 0.0848 -0.001
N 0.83824 3.64383 1.94229 0.5122 0.5641 -3.5360 0.205
N 0.77994 3.46270 4.06972 1.6450 1.5712 4.9814 0.193
H 0.84541 3.04250 1.13085 0.0442 0.9017 -0.4540 0.101
H 1.39888 4.47977 2.02582 -0.1555 -0.3105 -0.3036 0.134
H 1.62789 4.00949 4.02373 -0.3184 0.0849 0.3056 0.128
H 0.65443 2.98677 4.95167 -0.3204 0.0392 -0.3775 0.110
C 4.39389 -2.23729 1.47137 0.0239 -1.8310 0.5854 -0.721
O 3.16872 -2.26345 1.21102 -2.4901 -1.2367 1.3977 -0.069
N 5.20844 -3.16956 1.88494 -0.7849 -3.2049 0.7234 0.213
N 5.05669 -1.17655 1.36335 0.4242 5.6129 -1.1572 0.224
H 4.85399 -4.11524 1.87343 0.9590 -0.1897 0.2032 0.143
H 6.16288 -2.84974 1.96779 -0.0056 -1.5098 0.1435 0.138
H 6.01938 -1.13107 1.66542 -0.3462 0.9630 -0.4864 0.154
H 4.43412 -0.43943 1.06473 1.1220 1.0145 0.0240 0.154
C -3.39924 -2.00100 0.81774 1.3086 3.3827 0.1757 -0.698
O -2.76682 -1.54869 1.77647 0.2606 0.0534 2.1185 -0.009
N -4.64253 -1.75261 0.52250 -3.0724 -0.2919 1.2998 0.210
N -2.75606 -2.37899 -0.24061 1.7250 -2.8252 -2.9757 0.192
H -5.21521 -1.29697 1.21859 -0.2066 -0.2052 -0.3158 0.124
H -4.98885 -1.97548 -0.39972 -0.2778 0.4008 0.3990 0.135
H -3.33204 -2.95356 -0.83913 0.9701 0.0564 -0.7423 0.120
H -1.75562 -2.28367 -0.34122 -0.4251 -0.3722 0.1544 0.103
C -1.98123 -4.03123 -4.50126 1.8148 1.8115 -0.0152 -0.028
C -2.10769 -2.64687 -3.77809 -1.8893 0.4441 0.3941 -0.436
C -0.92424 -1.65237 -3.84237 -0.7626 -0.9595 -1.6158 -0.049
O -3.41650 -2.02145 -4.05492 1.1714 -0.4949 0.5460 -0.071
H -2.59845 -4.87357 -4.18882 -0.4195 0.6170 -0.1605 0.083
H -0.94496 -4.34822 -4.38403 0.2018 -0.2521 0.4098 0.065
H -1.94913 -3.78994 -5.56373 -0.8235 -0.4458 -0.2447 0.083
H -2.16246 -2.78093 -2.69775 -0.3098 -0.5231 0.0398 0.083
H -0.73512 -1.23789 -4.83260 0.1001 -0.5072 -0.4424 0.080
H -0.12657 -2.34784 -3.58135 0.7294 0.9131 0.4086 0.061
H -1.09938 -0.72539 -3.29634 0.1061 -0.5511 0.8861 0.069
H -3.47329 -1.75468 -4.97536 0.1500 -0.0791 -0.2172 0.081
C 3.33642 -1.50856 -4.69121 0.8418 -0.5679 1.0678 -0.026
C 3.85494 -2.46252 -3.52146 -2.3853 -0.0806 -0.5662 -0.389
C 3.01272 -2.36270 -2.18494 -0.6619 0.8906 -0.7383 -0.063
O 3.57188 -3.78561 -4.04161 0.7992 0.6252 0.3012 -0.065
H 3.86894 -1.63537 -5.63379 0.5980 -0.3255 0.3274 0.079
H 3.50077 -0.47150 -4.39863 -0.4930 0.1004 0.0030 0.057
H 2.32034 -1.75268 -5.00119 -0.2483 0.2170 0.6847 0.069
H 4.90119 -2.25789 -3.29433 0.1715 -0.3196 -0.2842 0.124
H 3.04376 -3.20391 -1.49248 0.6997 -0.2200 -0.2246 0.062
H 1.94948 -2.28856 -2.41321 -0.1729 -0.2975 -0.5890 0.046
H 3.10291 -1.44408 -1.60519 0.8257 0.2176 0.0207 0.045
H 4.13275 -4.41347 -3.58028 0.0400 -0.2105 -0.0162 0.083
C 2.04265 4.72918 -2.42001 -1.9261 -1.5324 0.6060 -0.043
C 3.04600 3.57664 -2.39960 0.5639 2.2685 -0.0630 -0.505
C 2.70701 2.29154 -3.09794 0.9413 -0.9046 -0.3528 -0.056
O 4.17204 4.12107 -3.06174 1.3273 -0.8780 -1.2201 -0.058
H 2.42036 5.74848 -2.33954 0.2472 -0.3462 -0.0667 0.086
H 1.32766 4.53960 -1.61940 -0.1166 0.3634 0.5532 0.057
H 1.36492 4.60503 -3.26462 0.4283 0.4256 -0.5330 0.085
H 3.39027 3.33926 -1.39301 -0.4192 -0.0808 0.5016 0.119
H 3.58058 1.66709 -2.91074 0.0319 -0.3818 0.2806 0.068
H 2.75452 2.31981 -4.18653 -0.5685 0.6484 -0.0540 0.094
H 1.83668 1.72518 -2.76650 -0.1691 0.4011 0.1160 0.067
H 4.61435 4.83154 -2.59142 -0.3612 -0.0277 0.2793 0.094

8
Properties=species:S:1:pos:R:3:forces:R:3:nbo_charge:R:1 method="wB97M-V/def2-TZVPD" homo_lumo_gap_ha="0.319 / 0.318" e_homo_ha="-0.64182 / -0.64078" lumo_energy_ev="-8.79 / -8.79" de_lowest_ev=2.311 charge=+1
O 1.89940 0.32846 0.07571 0.3571 -1.6832 -1.0191 -0.184
O -0.54875 -1.61203 0.32572 0.4452 3.1790 0.3963 -0.336
O -1.67826 0.62569 0.05795 1.6009 2.8370 2.5867 -0.219
O 0.78887 0.84855 0.37258 -0.9741 2.3376 1.2556 0.101
O -0.50452 0.16569 -0.33080 -0.2011 -5.3515 -0.9168 0.143
H 2.08517 0.51517 -0.88217 0.2245 0.4037 0.3674 0.503
H -0.65172 -2.16479 -0.45735 -0.0742 -0.0562 -1.0677 0.479
H -1.39020 1.29326 0.83834 -1.3783 -1.6666 -1.6023 0.515

13
Properties=species:S:1:pos:R:3:forces:R:3:nbo_charge:R:1 method="wB97M-V/def2-TZVPD" smiles="O=CCC(O)(O)O" homo_lumo_gap_ha=0.398 e_homo_ha=-0.37561 lumo_energy_ev=0.62 de_lowest_ev=1.764 charge=0
C -0.08158 0.84491 -0.27054 0.3412 -1.2256 1.6909 0.834
C -0.90358 -0.43371 -0.10817 0.3420 0.3071 -0.0503 -0.583
C 0.24127 -1.40128 0.17991 -0.1481 -0.6435 -1.6834 0.488
O 0.72843 0.84404 -1.30565 0.5684 -0.4478 -0.1709 -0.689
O -0.64494 2.04305 -0.06082 0.2279 0.0264 0.0003 -0.659
O 0.81089 0.35081 1.14801 -0.6228 1.0522 -0.8587 -0.863
O 1.08075 -1.59788 -0.71732 -0.5673 -0.1217 1.0950 -0.636
H 1.06168 -0.13550 -1.37170 -0.4386 0.9844 -0.0286 0.512
H -1.15544 2.01944 0.75932 0.0957 -0.0774 -0.0987 0.495
H 1.74333 0.57649 1.02643 -0.0621 0.0796 -0.0818 0.478
H 0.13407 -2.09079 1.02460 0.3165 0.2147 0.1173 0.158
H -1.58797 -0.35558 0.73351 -0.0237 -0.0207 -0.0299 0.224
H -1.42693 -0.66400 -1.03758 -0.0290 -0.1276 0.0987 0.240